{
  "formula": "C3H5P",
  "method": "the ωB97M-V functional and the def2-TZVPD basis",
  "elements": ["C", "P", "C", "C", "H", "H", "H", "H", "H"],
  "xyz": [[0.5436, -0.9590, -2.3679], [0.2922, -0.3108, -0.7237], [0.3597, 0.0978, 0.8787], [-0.6199, 0.7036, 1.7515], [0.6656, -1.9272, -2.3640], [1.1967, -0.3231, -3.1044], [-1.2154, 1.2742, 1.0712], [-0.1908, 1.3913, 2.4512], [-1.0318, 0.0532, 2.4074]],
  "homo_lumo_gap_ev": 7.90,
  "lumo_energy_ev": -0.3,
  "smiles": "C=P#CC"
}

{
  "formula": "C20H22F6N2O6RuS2",
  "method": "the ωB97M-V functional and the def2-TZVPD basis",
  "elements": ["Ru", "C", "C", "C", "C", "C", "C", "C", "C", "C", "C", "C", "C", "H", "H", "H", "H", "H", "H", "H", "H", "H", "H", "H", "H", "H", "H", "H", "H", "H", "H", "O", "C", "O", "C", "C", "C", "C", "C", "N", "H", "H", "H", "H", "F", "C", "F", "F", "S", "O", "O", "N", "S", "O", "O", "C", "F", "F", "F"],
  "xyz": [[-0.2313, -0.0944, 0.0485], [-2.8098, -1.4727, -1.7800], [-1.7864, -0.3979, -1.9562], [-0.5275, -0.7272, -2.5348], [-0.3453, -2.0355, -3.2269], [0.5241, 0.2278, -2.4535], [1.9143, -0.1774, -2.8429], [0.2330, 1.5718, -2.0844], [1.2905, 2.6254, -2.1759], [-1.0922, 1.9414, -1.7208], [-1.4035, 3.3796, -1.4609], [-2.1034, 0.9525, -1.6469], [-3.5188, 1.3084, -1.3228], [-3.4046, -1.5962, -2.6877], [-3.4795, -1.2301, -0.9582], [-2.3179, -2.4186, -1.5612], [-0.0847, -2.8094, -2.5001], [0.4468, -1.9786, -3.9674], [-1.2610, -2.3434, -3.7275], [2.0903, 0.0118, -3.9028], [2.0679, -1.2381, -2.6613], [2.6528, 0.3768, -2.2699], [1.7079, 2.8124, -1.1854], [0.8773, 3.5626, -2.5382], [2.0942, 2.3270, -2.8390], [-1.5213, 3.9217, -2.4044], [-0.5990, 3.8476, -0.8999], [-2.3153, 3.4940, -0.8854], [-3.6833, 1.2377, -0.2439], [-4.2134, 0.6342, -1.8180], [-3.7418, 2.3209, -1.6443], [2.1839, -3.6313, -0.0846], [1.5785, -2.6042, 0.1108], [0.4511, -2.2400, -0.3031], [2.3022, -1.5178, 0.9687], [3.2151, -1.9015, 1.9338], [3.8024, -0.9058, 2.7021], [3.4488, 0.4154, 2.4678], [2.5458, 0.7036, 1.4558], [1.9862, -0.2540, 0.7226], [3.4333, -2.9509, 2.0544], [4.5215, -1.1565, 3.4697], [3.8665, 1.2238, 3.0453], [2.2556, 1.7213, 1.2288], [-1.3839, -1.2804, 5.1001], [-2.1442, -0.8288, 4.1191], [-2.9397, -1.7987, 3.6929], [-2.8832, 0.1747, 4.5681], [-1.1122, -0.2011, 2.6879], [-2.0462, 0.0797, 1.6098], [-0.1568, -1.2272, 2.3571], [-0.4358, 1.0677, 3.3057], [-0.2677, 2.3705, 2.4457], [0.7566, 3.2253, 2.9161], [-0.2102, 2.0726, 1.0161], [-1.9052, 3.2692, 2.6902], [-2.9002, 2.5127, 2.2255], [-2.0988, 3.4850, 3.9775], [-1.9407, 4.4243, 2.0345]],
  "s2": 1.050,
  "homo_lumo_gap_ev": [6.58, 7.07],
  "lumo_energy_ev": [-6.0, -5.6],
  "charge": 1,
  "spin_multiplicity": 2
}

{
  "formula": "C7H10",
  "method": "the ωB97M-V functional and the def2-TZVPD basis",
  "elements": ["C", "C", "C", "C", "C", "C", "C", "H", "H", "H", "H", "H", "H", "H", "H", "H", "H"],
  "xyz": [[-1.8687, 0.5106, -0.0563], [-1.0428, -0.7531, -0.1241], [0.1762, -1.0177, 0.7334], [0.8877, 0.1343, 1.3585], [1.5280, 0.8708, 0.4508], [1.1923, 0.4309, -0.9599], [0.3264, -0.8156, -0.7574], [-2.3389, 0.7028, -1.0281], [-2.6691, 0.4294, 0.6889], [-1.2553, 1.3787, 0.2026], [-1.6412, -1.6397, -0.3423], [0.3782, -1.9759, 1.2042], [0.8912, 0.2858, 2.4344], [2.2170, 1.6806, 0.6738], [0.6690, 1.2368, -1.4957], [2.0832, 0.1895, -1.5524], [0.5112, -1.6632, -1.4111]],
  "homo_lumo_gap_ev": 10.00,
  "lumo_energy_ev": 1.2,
  "smiles": "C[C@@H]1[C@@H]2C=CC[C@H]12"
}

{
  "formula": "C25H28N6O4S",
  "method": "the ωB97M-V functional and the def2-TZVPD basis",
  "elements": ["C", "C", "O", "C", "C", "C", "C", "C", "C", "H", "H", "N", "C", "O", "C", "C", "N", "H", "H", "C", "N", "S", "C", "O", "N", "H", "H", "C", "C", "C", "C", "N", "C", "C", "H", "H", "H", "H", "H", "C", "O", "N", "H", "C", "H", "C", "H", "H", "C", "H", "H", "C", "H", "H", "C", "H", "H", "H", "H", "H", "H", "H", "H", "H"],
  "xyz": [[5.3506, 0.4890, -3.6705], [3.9754, -0.0339, -3.2877], [3.4398, 0.8429, -2.3127], [2.2217, 0.5815, -1.7875], [1.7764, 1.4776, -0.8113], [0.5622, 1.2913, -0.1921], [-0.2438, 0.2087, -0.5394], [0.1892, -0.6756, -1.5172], [1.4109, -0.4946, -2.1394], [1.7205, -1.2017, -2.8917], [-0.4291, -1.5188, -1.7842], [-1.4676, -0.0196, 0.1403], [-2.6544, 0.5778, -0.1713], [-3.6787, 0.2693, 0.4337], [-2.6905, 1.5765, -1.2216], [-3.8568, 2.2733, -1.5626], [-5.0359, 2.1913, -0.9445], [-5.1370, 1.4974, -0.2177], [-5.8047, 2.7172, -1.3354], [-3.5933, 3.1276, -2.6815], [-2.3638, 3.0800, -3.1477], [-1.4298, 2.0513, -2.3195], [-4.6201, 3.9899, -3.2988], [-5.7723, 4.0295, -2.8976], [-4.1695, 4.7187, -4.3385], [-3.2090, 4.6310, -4.6219], [-4.7977, 5.3314, -4.8294], [-1.5402, -1.1295, 1.0863], [-2.0451, -0.6981, 2.4383], [-1.8559, 0.5891, 2.9303], [-2.3102, 0.8878, 4.2047], [-2.9025, 0.0099, 4.9939], [-3.0817, -1.2140, 4.5272], [-2.6760, -1.6194, 3.2668], [-2.8498, -2.6294, 2.9290], [-3.5772, -1.9018, 5.1997], [-2.1908, 1.8816, 4.6167], [-1.3979, 1.3575, 2.3242], [-2.2205, -1.8947, 0.6871], [-0.1545, -1.7955, 1.2443], [0.0720, -2.8904, 0.7817], [0.7181, -1.0520, 1.9464], [0.4030, -0.1598, 2.2913], [2.0895, -1.4340, 2.2405], [2.4977, -0.6227, 2.8477], [2.1878, -2.7713, 3.0097], [1.1986, -3.1461, 3.2649], [2.7460, -2.6228, 3.9344], [2.9366, -3.7259, 2.0796], [3.4771, -4.4975, 2.6251], [2.2272, -4.1982, 1.4011], [3.8548, -2.8001, 1.2887], [4.6887, -2.4714, 1.9122], [4.2554, -3.2692, 0.3918], [2.9372, -1.6247, 0.9678], [2.2760, -1.8961, 0.1461], [3.4746, -0.7174, 0.6951], [0.2263, 1.9919, 0.5583], [2.4110, 2.3101, -0.5531], [4.0557, -1.0486, -2.8744], [3.3203, -0.0608, -4.1688], [5.7959, -0.1578, -4.4206], [5.9940, 0.5169, -2.7955], [5.2664, 1.4955, -4.0707]],
  "homo_lumo_gap_ev": 8.14,
  "lumo_energy_ev": 0.0
}

{
  "formula": "C2H3ClO2P",
  "method": "the ωB97M-V functional and the def2-TZVPD basis",
  "elements": ["C", "C", "O", "O", "P", "Cl", "H", "H", "H"],
  "xyz": [[2.1387, -0.2259, 0.1126], [-0.4821, 0.4389, -0.7233], [1.8123, -0.7664, 1.0728], [2.6648, 0.2733, -0.7825], [-1.3615, -0.9108, -0.0292], [-0.6437, 1.9667, 0.2220], [-0.8877, 0.6606, -1.7202], [-2.5274, -0.4827, 0.6425], [-0.7132, -0.9537, 1.2054]],
  "homo_lumo_gap_ev": 6.37,
  "lumo_energy_ev": 3.7,
  "charge": -1
}

{
  "formula": "C22H25N3O2",
  "method": "the ωB97M-V functional and the def2-TZVPD basis",
  "elements": ["C", "O", "C", "C", "C", "C", "C", "C", "C", "O", "N", "C", "C", "N", "C", "C", "C", "C", "C", "C", "C", "C", "C", "C", "N", "C", "C", "H", "H", "H", "H", "H", "H", "H", "H", "H", "H", "H", "H", "H", "H", "H", "H", "H", "H", "H", "H", "H", "H", "H", "H", "H"],
  "xyz": [[8.8879, 1.3681, -0.0290], [8.0554, 0.2399, 0.0686], [6.7001, 0.4134, 0.0467], [6.0695, 1.6632, -0.0790], [4.6981, 1.7727, -0.0944], [3.9221, 0.6200, 0.0159], [2.5261, 0.3652, 0.0343], [2.3629, -0.9936, 0.1560], [1.2078, -1.8876, 0.3638], [1.3528, -2.8968, 1.0456], [0.0212, -1.5905, -0.2139], [-0.2700, -0.5212, -1.1342], [-1.2392, 0.4658, -0.4740], [-2.4466, -0.2638, -0.1496], [-3.6167, 0.4874, 0.1075], [-3.5613, 1.7833, 0.6110], [-4.7232, 2.4930, 0.8450], [-5.9497, 1.9103, 0.5924], [-6.0284, 0.6248, 0.0732], [-7.3704, 0.0195, -0.2129], [-4.8589, -0.0882, -0.1925], [-4.9330, -1.4455, -0.8269], [-2.1632, -1.3267, 0.8002], [-1.1702, -2.3113, 0.1791], [3.6033, -1.5837, 0.2315], [4.5696, -0.6359, 0.1445], [5.9512, -0.7489, 0.1583], [8.7275, 2.0629, 0.8021], [8.7449, 1.8961, -0.9778], [9.9064, 0.9851, 0.0168], [6.6633, 2.5592, -0.1658], [4.2303, 2.7409, -0.1926], [1.7618, 1.1164, 0.0064], [0.6476, -0.0328, -1.4536], [-0.7645, -0.9550, -2.0124], [-1.4868, 1.2698, -1.1695], [-0.7507, 0.8945, 0.4181], [-2.6079, 2.2375, 0.8334], [-4.6700, 3.4974, 1.2390], [-6.8577, 2.4605, 0.7924], [-7.5115, -0.1139, -1.2857], [-7.4635, -0.9571, 0.2594], [-8.1652, 0.6621, 0.1571], [-3.9624, -1.7226, -1.2272], [-5.2465, -2.2022, -0.1068], [-5.6580, -1.4427, -1.6384], [-3.0883, -1.8400, 1.0590], [-1.7237, -0.9181, 1.7269], [-0.8810, -3.0802, 0.8967], [-1.6154, -2.7834, -0.7034], [3.7233, -2.5688, 0.4026], [6.4507, -1.6989, 0.2561]],
  "homo_lumo_gap_ev": 8.45,
  "lumo_energy_ev": 0.7,
  "smiles": "COc1ccc2cc(C(=O)N3CCN(c4cccc(C)c4C)CC3)[nH]c2c1"
}

M, respectively: 72.0, 665.6, 94.2, 508.6, 125.5, 363.5 g/mol.
ΔE to the lowest compared entry with this formula, charge and spin, respectively: 93.40, 35.09, 28.00, 0.00, 90.96, 35.34 kcal per mole.